[1]
A molecular structure, C25H34N5OS2SnTe. Source: the OMol25 dataset; level of theory: ωB97M-V/def2-TZVPD.

The geometry in XYZ format:
```
69
C25H34N5OS2SnTe, DFT ωB97M-V/def2-TZVPD
Sn -0.65 1.50 -0.54
C 1.96 0.85 -4.45
C 1.24 0.81 -3.14
N 0.87 1.83 -2.48
C 1.29 3.19 -2.72
C 1.47 3.89 -1.34
N 1.35 2.93 -0.22
C 1.48 3.51 1.12
C 0.14 4.02 1.66
N -0.91 3.00 1.57
C -1.09 2.09 2.71
C -0.24 0.82 2.64
N -0.21 0.23 1.31
C 0.45 -0.89 1.14
C 0.72 -1.86 2.26
C 0.76 -1.29 -0.25
C 1.31 -2.53 -0.61
C 1.61 -2.75 -1.95
C 1.52 -1.71 -2.86
C 1.05 -0.48 -2.42
N 0.59 -0.35 -1.17
H 1.63 1.71 -5.02
H 1.78 -0.05 -5.03
H 3.04 0.93 -4.29
H 0.52 3.71 -3.29
H 2.22 3.23 -3.28
H 0.70 4.65 -1.20
H 2.44 4.38 -1.32
H 2.10 2.24 -0.31
H 2.19 4.35 1.13
H 1.86 2.73 1.76
H -0.18 4.88 1.07
H 0.30 4.35 2.69
H -1.79 3.49 1.45
H -2.13 1.79 2.70
H -0.87 2.59 3.66
H -0.66 0.13 3.37
H 0.80 1.03 2.93
H 1.75 -1.75 2.61
H 0.59 -2.88 1.92
H 0.06 -1.69 3.10
H 1.47 -3.31 0.11
H 1.97 -3.72 -2.26
H 1.83 -1.86 -3.88
C 6.66 -0.24 0.71
O 5.35 0.33 0.75
C 4.29 -0.48 0.78
S 4.38 -2.12 0.59
S 2.83 0.35 1.08
H 7.34 0.60 0.62
H 6.76 -0.91 -0.14
H 6.85 -0.79 1.63
C -4.16 -0.56 0.58
Te -3.25 -0.40 -1.37
C -3.23 -2.56 -1.23
C -4.33 -2.90 -0.27
C -4.90 -4.17 -0.24
C -5.89 -4.48 0.67
C -6.33 -3.51 1.57
C -5.79 -2.24 1.54
C -4.78 -1.93 0.62
H -4.90 0.22 0.71
H -3.40 -0.45 1.36
H -2.26 -2.89 -0.85
H -3.39 -2.99 -2.21
H -4.56 -4.93 -0.94
H -6.33 -5.47 0.68
H -7.11 -3.75 2.28
H -6.14 -1.48 2.22
```

Calculated values
Charge = +1
HOMO-LUMO gap = 6.14 eV
HOMO level = -9.627 eV
E_tot = -70764.2303 eV
Lowest unoccupied orbital energy = -3.489 eV



[2]
A molecular structure, C25H34NO2SiTi at a distorted geometry. Source: the OMol25 dataset; level of theory: ωB97M-V/def2-TZVPD.

The geometry in XYZ format:
```
64
C25H34NO2SiTi, DFT ωB97M-V/def2-TZVPD
C 2.20 -0.09 1.78
C 2.20 -0.98 0.65
C 1.73 -0.24 -0.48
H 2.58 -2.00 0.63
C 1.41 1.09 -0.04
C 1.73 1.19 1.33
H 1.10 1.92 -0.68
C -1.32 -2.28 2.05
C -0.08 -2.81 1.52
C -0.12 -2.67 0.10
H 0.70 -3.29 2.10
C -1.37 -2.05 -0.25
C -2.10 -1.80 0.96
H 1.76 -0.57 -1.52
H 1.70 2.11 1.92
H 2.60 -0.33 2.76
H -3.10 -1.38 1.01
H 0.60 -3.06 -0.61
H -1.64 -2.34 3.09
Ti -0.09 -0.49 1.08
C -1.69 -1.39 -1.59
C -3.21 -1.29 -1.80
C -1.04 -2.14 -2.75
H -3.69 -2.26 -1.62
H -3.42 -0.99 -2.83
H -3.65 -0.54 -1.14
H -1.33 -3.19 -2.74
H 0.06 -2.09 -2.73
H -1.36 -1.71 -3.71
C -1.03 0.00 -1.43
C -1.89 1.21 -1.66
H -0.12 0.08 -2.04
H -0.80 0.22 -0.33
O -2.55 1.60 -0.69
N -1.73 1.82 -2.91
C -0.52 2.66 -3.06
H -2.59 2.35 -3.12
C 0.76 1.92 -3.38
C 2.00 2.47 -3.02
H 2.03 3.44 -2.51
C 3.20 1.79 -3.28
H 4.15 2.23 -2.97
C 3.17 0.56 -3.94
H 4.10 0.03 -4.14
C 1.94 0.02 -4.35
H 1.91 -0.93 -4.89
C 0.75 0.72 -4.10
H -0.21 0.33 -4.47
H -0.39 3.22 -2.12
H -0.73 3.39 -3.86
C -1.87 0.87 5.13
Si -0.30 0.43 4.21
C 0.97 1.77 4.56
C 0.42 -1.24 4.75
O -0.64 0.36 2.60
H -1.74 0.79 6.22
H -2.71 0.23 4.83
H -2.15 1.91 4.90
H 1.13 1.86 5.65
H 1.95 1.57 4.10
H 0.61 2.74 4.18
H -0.34 -2.04 4.75
H 1.26 -1.57 4.13
H 0.79 -1.13 5.79
```

Calculated values
Charge = -1
HOMO-LUMO gap (alpha / beta) = 2.94 / 7.32 eV
HOMO level (alpha / beta) = -0.175 / -4.575 eV
E_tot = -63056.3045 eV
Lowest unoccupied orbital energy (alpha / beta) = 2.767 / 2.743 eV
2S+1 = 3



[3]
A molecular structure, C25H35CoGeN5O6. Source: the OMol25 dataset; level of theory: ωB97M-V/def2-TZVPD.

The geometry in XYZ format:
```
73
C25H35CoGeN5O6, DFT ωB97M-V/def2-TZVPD
Co 0.57 -0.35 0.05
C 0.97 -3.23 2.45
C -0.28 -2.52 2.08
N -0.42 -1.51 1.23
C -1.77 -1.21 1.20
C -2.45 -2.05 2.03
N -1.49 -2.86 2.56
C -3.87 -2.26 2.47
O -4.79 -1.46 1.96
O -4.08 -3.13 3.26
C -2.22 -0.10 0.36
O -3.37 0.22 0.22
O -1.19 0.52 -0.24
H 1.81 -2.54 2.48
H 1.19 -4.02 1.72
H 0.88 -3.70 3.43
H -1.72 -3.58 3.24
H -4.42 -0.81 1.33
N 7.18 -2.45 1.02
C 6.11 -3.12 0.55
O 6.12 -4.28 0.22
C 4.80 -2.35 0.45
C 4.51 -1.16 1.10
C 3.25 -0.61 0.97
N 2.29 -1.19 0.24
C 2.57 -2.34 -0.40
C 3.80 -2.95 -0.31
H 8.05 -2.94 1.08
H 7.19 -1.45 1.17
H 5.23 -0.67 1.74
H 2.99 0.32 1.47
H 1.76 -2.78 -0.97
H 4.00 -3.89 -0.81
C -0.90 6.69 0.34
C -1.10 5.20 0.53
C -2.44 4.71 -0.02
C -2.64 3.19 0.15
Ge -1.72 2.19 -1.22
C -2.73 1.41 -2.67
C -2.91 2.38 -3.86
C -1.91 2.13 -4.99
C -0.45 2.28 -4.57
H 0.06 7.02 0.74
H -1.68 7.26 0.84
H -0.93 6.96 -0.72
H -1.04 4.95 1.59
H -0.29 4.65 0.04
H -2.52 5.00 -1.07
H -3.25 5.23 0.49
H -3.68 2.90 0.14
H -2.21 2.85 1.10
H -0.43 2.93 -1.57
H -3.68 1.12 -2.23
H -2.23 0.50 -3.00
H -2.83 3.43 -3.54
H -3.92 2.28 -4.25
H -2.12 2.80 -5.82
H -2.07 1.11 -5.37
H -0.26 3.27 -4.14
H 0.22 2.14 -5.42
H -0.18 1.53 -3.82
O 1.19 1.10 -1.02
N 2.29 1.29 -1.75
C 2.96 2.44 -1.58
C 4.05 2.73 -2.37
C 4.45 1.83 -3.34
C 3.73 0.65 -3.50
C 2.64 0.40 -2.70
H 2.57 3.08 -0.80
H 4.57 3.66 -2.22
H 5.30 2.04 -3.98
H 4.00 -0.08 -4.26
H 2.01 -0.47 -2.78
```

Calculated values
Charge = +2
HOMO-LUMO gap (alpha / beta) = 8.88 / 8.74 eV
HOMO level (alpha / beta) = -15.009 / -15.008 eV
E_tot = -140359.5522 eV
Lowest unoccupied orbital energy (alpha / beta) = -6.132 / -6.272 eV
2S+1 = 2



[4]
2 unconnected molecules or ions with the total composition C25H35F3INO4S. Source: the OMol25 dataset; level of theory: ωB97M-V/def2-TZVPD.

The geometry in XYZ format:
```
70
C25H35F3INO4S, DFT ωB97M-V/def2-TZVPD
C -0.06 -4.73 -0.50
C -0.49 -3.26 -0.37
C 0.33 -2.49 0.68
C 1.84 -2.72 0.54
C 0.03 -0.97 0.84
C 0.87 0.04 0.04
C 0.98 -0.27 -1.46
C 2.39 -0.21 -2.01
C 3.25 0.83 -1.68
C 4.53 0.87 -2.20
C 4.97 -0.12 -3.05
C 4.13 -1.18 -3.40
C 4.61 -2.27 -4.31
C 2.85 -1.20 -2.86
C 0.39 1.50 0.28
C -0.68 1.73 1.35
C -0.21 1.48 2.80
O 1.22 1.39 2.82
C 1.81 0.92 3.94
F 2.06 -0.42 3.83
F 2.99 1.54 4.11
F 1.05 1.09 5.04
C -1.18 3.18 1.19
I -3.01 3.50 2.25
C -0.13 4.23 1.59
C 0.12 5.24 0.47
O -1.82 0.89 1.10
S -1.69 -0.63 0.61
O -2.02 -0.62 -0.79
O -2.47 -1.39 1.54
H 0.65 -4.89 -1.30
H -0.93 -5.35 -0.71
H 0.37 -5.10 0.43
H -1.53 -3.24 -0.07
H -0.45 -2.76 -1.34
H 0.03 -2.93 1.64
H 2.11 -3.68 0.98
H 2.43 -1.96 1.03
H 2.14 -2.77 -0.51
H 0.19 -0.76 1.89
H 1.88 -0.01 0.46
H 0.37 0.43 -2.03
H 0.58 -1.26 -1.68
H 2.91 1.62 -1.02
H 5.19 1.69 -1.94
H 5.98 -0.08 -3.45
H 4.92 -1.88 -5.27
H 3.82 -3.01 -4.47
H 5.45 -2.80 -3.86
H 2.18 -2.01 -3.12
H 0.00 1.91 -0.65
H 1.25 2.11 0.55
H -0.66 0.56 3.18
H -0.54 2.29 3.46
H -1.46 3.31 0.15
H 0.81 3.74 1.85
H -0.46 4.76 2.47
H 0.28 4.73 -0.48
H -0.73 5.91 0.35
H 1.02 5.83 0.67
N -5.32 0.02 -0.05
C -6.18 -0.12 -1.10
C -7.46 -0.15 -0.59
C -7.35 -0.02 0.82
C -6.01 0.08 1.12
H -4.32 0.07 -0.13
H -5.82 -0.19 -2.11
H -8.36 -0.25 -1.16
H -8.16 0.00 1.54
H -5.50 0.18 2.07
```

Calculated values
Charge = 0
HOMO-LUMO gap = 8.18 eV
HOMO level = -7.765 eV
E_tot = -63261.7175 eV
Lowest unoccupied orbital energy = 0.416 eV



[5]
A molecular structure, C25H35MoN6O2 at a distorted geometry. Source: the OMol25 dataset; level of theory: ωB97M-V/def2-TZVPD.

The geometry in XYZ format:
```
69
C25H35MoN6O2, DFT ωB97M-V/def2-TZVPD
Mo 1.17 1.50 -0.33
N -2.30 2.08 0.80
C -1.85 1.42 2.00
C -0.64 0.50 1.91
N -0.93 -0.85 1.48
C 0.13 -1.85 1.30
C 1.55 -1.31 1.33
N 2.55 -2.12 0.68
C -2.19 -1.25 0.91
C -2.50 -0.95 -0.56
N -2.87 0.41 -0.90
H -1.54 2.34 0.17
H -3.54 2.28 -0.78
H -2.69 0.85 2.40
H -1.62 2.17 2.76
H -0.21 0.47 2.92
H 0.25 0.99 1.42
H -0.02 -2.37 0.35
H 0.05 -2.60 2.09
H 1.92 -1.34 2.36
H 1.66 -0.24 1.10
H 1.44 0.14 -1.19
H 3.42 -1.60 0.83
H -3.04 -0.94 1.53
H -2.19 -2.34 0.97
H -3.32 -1.65 -0.80
H -1.64 -1.25 -1.17
H -0.20 1.91 -1.29
H -3.15 0.51 -1.86
C 2.72 2.60 3.40
C 3.17 1.59 2.33
O 3.47 0.46 2.70
C 3.24 2.14 1.00
C 3.52 1.47 -0.24
C 3.33 2.36 -1.44
N 3.74 0.17 -0.24
N 3.87 -0.43 -1.46
C 3.24 -1.54 -1.60
O 2.36 -2.15 -0.76
C 3.37 -2.29 -2.87
C 3.97 -1.69 -3.98
C 4.10 -2.39 -5.17
C 3.62 -3.69 -5.28
C 3.02 -4.29 -4.18
C 2.89 -3.59 -2.99
H 2.57 2.07 4.33
H 1.80 3.11 3.11
H 3.49 3.36 3.54
H 3.14 3.22 0.96
H 3.62 3.37 -1.19
H 2.23 2.45 -1.78
H 3.81 2.03 -2.36
H 4.34 -0.68 -3.89
H 4.57 -1.92 -6.02
H 3.72 -4.24 -6.21
H 2.64 -5.30 -4.25
H 2.42 -4.05 -2.13
C -3.31 1.49 -0.05
C -4.61 1.25 0.71
C -5.00 2.11 1.75
C -6.21 1.93 2.40
C -7.06 0.89 2.03
C -6.68 0.04 1.00
C -5.47 0.22 0.35
H -4.34 2.91 2.03
H -6.49 2.60 3.20
H -8.00 0.75 2.55
H -7.33 -0.78 0.71
H -5.18 -0.44 -0.45
```

Calculated values
Charge = -1
HOMO-LUMO gap (alpha / beta) = 5.72 / 5.47 eV
HOMO level (alpha / beta) = -3.034 / -2.789 eV
E_tot = -41376.4885 eV
Lowest unoccupied orbital energy (alpha / beta) = 2.683 / 2.683 eV
ΔE to the lowest compared entry with this formula, charge and spin = 7.464 eV
2S+1 = 3



[6]
A molecular structure, C25H35N16O2STi. Source: the OMol25 dataset; level of theory: ωB97M-V/def2-TZVPD.

The geometry in XYZ format:
```
80
C25H35N16O2STi, DFT ωB97M-V/def2-TZVPD
Ti 1.43 0.10 -1.27
O 2.95 -0.21 -0.66
N 2.21 0.88 -3.26
C 3.35 0.25 -3.60
C 4.28 0.71 -4.49
C 4.04 1.97 -5.07
C 2.88 2.62 -4.76
C 1.91 2.06 -3.89
S 0.41 2.85 -3.71
H 3.52 -0.69 -3.08
H 5.17 0.14 -4.70
H 4.76 2.42 -5.74
H 2.65 3.59 -5.19
C -3.90 -1.01 -2.43
N -2.87 -0.02 -2.19
C -2.83 0.53 -0.85
C -1.67 -0.06 -2.87
O -0.62 0.18 -2.30
N -1.73 -0.32 -4.20
C -0.46 -0.40 -4.92
C -2.84 0.14 -5.03
H -4.01 -1.66 -1.55
H -3.64 -1.63 -3.28
H -4.87 -0.54 -2.62
H -3.82 0.88 -0.57
H -2.14 1.37 -0.83
H -2.50 -0.21 -0.11
H 0.30 -0.86 -4.28
H -0.10 0.59 -5.19
H -0.60 -1.01 -5.81
H -3.63 0.54 -4.41
H -3.23 -0.68 -5.64
H -2.49 0.93 -5.69
N -1.46 1.74 1.94
C -1.07 3.03 2.01
N -1.64 3.81 2.95
N -0.20 3.58 1.19
C 0.33 2.75 0.32
N 0.77 1.98 -0.42
H -1.92 1.32 2.72
H -0.90 1.13 1.35
H -2.17 3.39 3.70
H -1.28 4.73 3.06
C -1.43 -1.95 1.47
C -0.22 -1.22 1.92
N 0.68 -0.68 1.13
C 1.66 -0.14 1.95
C 1.34 -0.37 3.25
N 0.14 -1.07 3.23
C -0.61 -1.45 4.39
N -1.19 -0.31 5.07
N -2.24 0.33 4.53
N -2.52 1.37 5.22
C -1.64 1.44 6.28
C -1.52 2.37 7.31
C -0.50 2.17 8.22
C 0.38 1.07 8.11
C 0.27 0.14 7.10
C -0.77 0.35 6.18
H -1.54 -1.78 0.40
H -2.34 -1.61 1.97
H -1.32 -3.03 1.63
H 2.52 0.33 1.51
H 1.84 -0.12 4.17
H 0.03 -1.95 5.11
H -1.41 -2.13 4.10
H -2.20 3.21 7.39
H -0.37 2.87 9.03
H 1.17 0.96 8.84
H 0.95 -0.69 7.02
N 3.28 -5.13 -4.14
C 2.82 -4.17 -3.31
N 3.72 -3.48 -2.59
N 1.51 -3.97 -3.27
C 1.20 -2.91 -2.54
N 1.12 -1.98 -1.86
H 4.15 -5.58 -3.92
H 2.57 -5.71 -4.56
H 4.67 -3.44 -2.91
H 3.41 -2.68 -2.05
```

Calculated values
Charge = 0
HOMO-LUMO gap (alpha / beta) = 4.80 / 5.10 eV
HOMO level (alpha / beta) = -5.212 / -5.516 eV
E_tot = -88383.3728 eV
Lowest unoccupied orbital energy (alpha / beta) = -0.415 / -0.415 eV
ΔE to the lowest compared entry with this formula, charge and spin = 0.000 eV
2S+1 = 2



[7]
2 unconnected molecules or ions with the total composition C25H35O3Si at a distorted geometry. Source: the OMol25 dataset; level of theory: ωB97M-V/def2-TZVPD.

The geometry in XYZ format:
```
64
C25H35O3Si, DFT ωB97M-V/def2-TZVPD
C -2.97 1.24 3.08
C -2.08 0.57 2.01
C -1.23 -0.52 2.62
C -0.79 -1.76 1.78
C -0.74 -2.88 2.87
O -0.95 -0.57 3.80
Si 1.72 2.21 4.39
C 0.36 2.35 5.75
C 2.64 0.52 4.36
C 1.12 2.77 2.66
H -3.80 1.80 2.63
H -3.40 0.48 3.74
H -2.37 1.92 3.68
H -2.73 0.14 1.21
H -1.50 1.37 1.49
H -1.51 -1.97 1.03
H -0.70 -3.88 2.44
H 0.14 -2.72 3.55
H -1.62 -2.80 3.54
H 0.92 3.06 6.42
H -0.60 2.85 5.48
H 0.05 1.48 6.36
H 3.67 0.96 4.21
H 2.66 -0.05 5.32
H 2.48 -0.24 3.57
H 2.11 3.08 2.21
H 0.63 2.15 1.90
H 0.50 3.69 2.76
C 3.56 -8.09 -3.68
O 3.27 -8.24 -2.26
C 2.71 -7.22 -1.56
C 2.64 -7.37 -0.15
C 2.26 -6.34 0.63
C 1.89 -5.09 0.08
C 1.51 -3.95 0.92
C 0.93 -2.85 0.44
C 0.56 -1.61 1.25
C 0.77 -0.43 0.30
C 2.03 0.19 0.24
C 2.27 1.22 -0.63
C 1.26 1.61 -1.56
O 1.57 2.63 -2.40
C 0.69 2.89 -3.51
C 0.03 0.92 -1.58
C -0.20 -0.10 -0.66
C 1.88 -4.97 -1.33
C 2.28 -6.01 -2.15
H 4.05 -9.03 -3.94
H 2.63 -7.97 -4.26
H 4.23 -7.24 -3.86
H 2.96 -8.34 0.25
H 2.23 -6.45 1.73
H 1.74 -4.02 2.01
H 0.60 -2.81 -0.63
H 1.29 -1.49 2.04
H 2.83 -0.19 0.89
H 3.24 1.73 -0.65
H 1.13 3.75 -4.03
H 0.64 2.03 -4.19
H -0.32 3.15 -3.16
H -0.72 1.17 -2.32
H -1.12 -0.68 -0.73
H 1.59 -4.02 -1.79
H 2.29 -5.88 -3.23
```

Calculated values
Charge = +1
HOMO-LUMO gap = 2.71 eV
HOMO level = -9.398 eV
E_tot = -40502.9268 eV
Lowest unoccupied orbital energy = -6.688 eV
ΔE to the lowest compared entry with this formula, charge and spin = 4.287 eV